[1]
{
  "formula": "C28H29F9O16Zr",
  "method": "the ωB97M-V functional and the def2-TZVPD basis",
  "species": ["Zr", "C", "C", "C", "O", "C", "C", "C", "O", "O", "O", "H", "H", "C", "C", "C", "O", "C", "C", "C", "O", "O", "O", "H", "H", "C", "C", "O", "H", "H", "H", "H", "H", "C", "C", "O", "H", "H", "H", "H", "H", "C", "C", "O", "C", "O", "C", "F", "F", "F", "H", "H", "H", "H", "H", "C", "C", "O", "C", "O", "C", "F", "F", "F", "H", "H", "H", "H", "H", "C", "C", "O", "C", "O", "C", "F", "F", "F", "H", "H", "H", "H", "H"],
  "xyz": [[-0.40862, 0.11808, 0.41218], [1.00944, -3.73762, -1.21910], [0.40416, -2.42938, -1.06981], [1.06064, -1.23797, -1.93377], [0.73552, -0.11639, -1.48519], [1.92574, -1.62570, -2.96703], [2.31743, -2.92452, -3.14954], [1.94555, -4.03045, -2.15753], [2.75051, -5.04608, -1.92240], [2.87631, -3.13599, -4.28302], [-0.34788, -2.03779, -0.16023], [0.81248, -4.36194, -0.36013], [2.23539, -0.79295, -3.58107], [2.19872, -4.16261, 2.64046], [3.18891, -4.44137, 1.61429], [3.70233, -3.16107, 0.73574], [4.44404, -3.61085, -0.15159], [3.06046, -1.88880, 0.91353], [2.10249, -1.74481, 1.86782], [1.64292, -2.92660, 2.76963], [0.90800, -2.71994, 3.83220], [1.34423, -0.69205, 1.61699], [3.55802, -5.54541, 1.15468], [1.98215, -5.02147, 3.25840], [3.37189, -1.14233, 0.19786], [0.37957, 2.54556, 3.80206], [-0.84704, 2.68010, 2.89845], [-0.70786, 1.82610, 1.81358], [0.40634, 1.58861, 4.32323], [0.42841, 3.34471, 4.54171], [1.27624, 2.91635, 3.30547], [-0.96101, 3.73603, 2.65324], [-1.72482, 2.42978, 3.49421], [-4.56879, -1.12214, -1.06287], [-3.52138, -0.02679, -1.30429], [-2.42709, 0.03984, -0.46402], [-4.99459, -0.96085, -0.07253], [-4.19649, -2.13436, -1.22073], [-5.35067, -1.00690, -1.81352], [-4.02207, 0.94056, -1.26361], [-3.16600, -0.19824, -2.32036], [2.07822, 5.82732, 0.35315], [1.56616, 4.51277, -0.30258], [2.70777, 3.70248, -0.42476], [2.73379, 2.29230, -0.26439], [1.79521, 1.56481, 0.08588], [4.09796, 1.59788, -0.71090], [3.89350, 0.87454, -1.78137], [5.02330, 2.52081, -0.89139], [4.57860, 0.84411, 0.28496], [2.73085, 6.38900, -0.31519], [2.53491, 5.73835, 1.33886], [1.18459, 6.45124, 0.36887], [1.02661, 4.74320, -1.22121], [0.83225, 4.08870, 0.38273], [0.17268, 2.06697, -5.25270], [-0.02784, 1.72220, -3.76866], [-1.01795, 2.62078, -3.20614], [-1.17678, 2.76851, -1.85051], [-0.59298, 2.02130, -1.08263], [-2.14320, 3.83734, -1.51508], [-3.09565, 3.33758, -0.74102], [-1.54029, 4.85565, -0.79677], [-2.75441, 4.31663, -2.56130], [1.12593, 2.46432, -5.60129], [-0.56487, 2.80434, -5.56956], [-0.05687, 1.22104, -5.90062], [0.98010, 1.68198, -3.35569], [-0.35960, 0.68470, -3.80915], [-3.52080, -4.42481, 1.08839], [-2.66418, -3.24168, 1.45234], [-2.91886, -2.64783, 2.66929], [-2.37832, -1.49237, 2.97588], [-1.50363, -0.90689, 2.23632], [-2.88782, -0.85170, 4.37333], [-3.15659, 0.41236, 4.21481], [-3.94709, -1.46137, 4.86875], [-1.97767, -0.86661, 5.30565], [-4.55484, -4.18890, 0.83699], [-3.45699, -5.11389, 1.93053], [-3.07016, -4.87593, 0.20436], [-2.90278, -2.53632, 0.65633], [-1.61570, -3.53694, 1.41233]],
  "mulliken_spin": [0.006, -0.007, 0.000, 0.004, 0.001, 0.002, 0.000, 0.006, 0.000, 0.001, 0.004, -0.002, 0.000, 0.109, 0.042, 0.038, 0.311, 0.093, 0.003, -0.004, 0.010, -0.010, 0.415, -0.003, -0.016, 0.000, 0.000, 0.000, 0.000, 0.000, 0.000, 0.000, 0.000, 0.000, 0.000, 0.000, 0.000, 0.000, 0.000, 0.000, 0.000, 0.000, 0.000, 0.000, -0.001, -0.001, 0.001, 0.000, 0.000, 0.000, 0.000, 0.000, 0.000, 0.000, 0.000, 0.000, 0.000, 0.000, 0.000, -0.001, 0.000, 0.000, 0.000, 0.000, 0.000, 0.000, 0.000, 0.000, 0.000, 0.000, 0.001, 0.000, 0.000, 0.000, 0.000, 0.000, 0.000, 0.000, 0.000, 0.000, 0.000, 0.000, 0.000],
  "energy_ev": -88002.8578,
  "s_squared": 0.76,
  "spin_multiplicity": 2,
  "total_charge": -1,
  "lumo_ev": [1.54, -0.40]
}

[2]
{
  "formula": "C28H29IrN7O2S",
  "method": "the ωB97M-V functional and the def2-TZVPD basis",
  "species": ["Ir", "C", "C", "O", "C", "C", "C", "N", "N", "C", "O", "C", "C", "C", "C", "C", "C", "H", "H", "H", "H", "H", "H", "H", "H", "H", "H", "H", "H", "N", "C", "C", "C", "C", "C", "C", "N", "C", "C", "C", "S", "C", "N", "H", "H", "H", "H", "H", "H", "H", "N", "C", "N", "C", "C", "C", "C", "C", "H", "H", "H", "H", "H", "H", "H", "H", "H", "H"],
  "xyz": [[-0.39710, -0.23730, 0.30610], [1.53780, 0.02690, 4.35030], [1.42450, 0.13340, 2.85130], [0.30090, 0.34400, 2.35540], [2.64030, 0.01990, 2.12670], [2.82080, -0.01280, 0.75460], [4.21240, -0.08010, 0.19350], [1.81740, -0.02000, -0.12850], [2.15010, -0.00020, -1.40030], [1.17540, -0.21970, -2.29060], [0.00790, -0.55040, -1.96400], [1.57920, -0.07870, -3.69580], [0.61040, -0.02300, -4.69850], [0.98930, 0.11130, -6.02050], [2.33410, 0.18960, -6.35180], [3.30150, 0.12780, -5.35890], [2.93030, -0.00590, -4.03630], [0.54960, 0.02980, 4.80100], [2.11600, 0.86610, 4.72870], [2.05840, -0.88810, 4.62320], [3.53550, -0.04060, 2.72660], [4.96100, -0.07790, 0.97720], [4.37740, 0.77050, -0.46700], [4.31710, -0.98080, -0.40860], [-0.42930, -0.07950, -4.41620], [0.24230, 0.15170, -6.79880], [2.63050, 0.29390, -7.38430], [4.34750, 0.18020, -5.62170], [3.67220, -0.06410, -3.25500], [-4.37940, 1.36960, -0.02620], [-4.86760, 0.08690, -0.04560], [-6.15590, -0.42290, -0.01740], [-6.28350, -1.79580, -0.05430], [-5.16470, -2.63520, -0.10280], [-3.88080, -2.13460, -0.11390], [-3.73160, -0.75190, -0.09150], [-2.61010, 0.02980, -0.09540], [-3.02470, 1.28460, -0.06600], [-2.08970, 2.37780, -0.07590], [-2.30410, 3.73130, -0.03870], [-0.81270, 4.57560, -0.06090], [0.00680, 3.05900, -0.12630], [-0.76920, 2.03390, -0.12510], [-4.91960, 2.21610, 0.01960], [-7.01270, 0.22860, 0.03310], [-7.26970, -2.23440, -0.04510], [-5.32310, -3.70320, -0.12220], [-3.00870, -2.76750, -0.13240], [-3.23010, 4.27010, 0.00090], [1.07590, 2.99060, -0.17310], [-0.21550, -2.32160, 0.95400], [-0.11410, -3.42240, 0.60380], [-0.04730, -4.66900, 0.29940], [-1.10650, -5.56530, 0.72900], [-1.69780, -6.28950, -0.47590], [-0.58980, -7.00330, -1.24640], [0.44600, -5.98070, -1.71010], [1.01990, -5.22290, -0.51320], [-1.86900, -4.97490, 1.23930], [-0.69860, -6.29580, 1.43630], [-2.18480, -5.57040, -1.13770], [-2.45060, -6.99550, -0.12480], [-1.01180, -7.51690, -2.11020], [-0.11470, -7.75060, -0.60750], [-0.02650, -5.27870, -2.40030], [1.26850, -6.47100, -2.23340], [1.65880, -4.40480, -0.85030], [1.61900, -5.90960, 0.09760]],
  "mulliken_charge": [2.577, -1.543, 0.873, -0.932, -1.080, 0.845, -1.375, 0.207, -0.579, 0.300, -1.030, 0.491, -0.384, -0.669, -0.401, -0.703, -0.234, 0.370, 0.370, 0.377, 0.283, 0.413, 0.310, 0.303, 0.397, 0.410, 0.394, 0.408, 0.437, -0.011, 0.540, -1.138, -0.529, -0.598, -0.480, 0.291, -0.059, 0.485, -0.247, -0.387, -0.092, -0.357, -0.089, 0.214, 0.418, 0.393, 0.427, 0.375, 0.397, 0.479, -0.602, 0.504, 0.077, -0.885, -0.464, -0.736, -0.559, -0.727, 0.493, 0.351, 0.252, 0.369, 0.343, 0.338, 0.298, 0.342, 0.427, 0.311],
  "energy_ev": -57700.3012,
  "de_lowest_kj_mol": 300.4,
  "total_charge": 1,
  "lumo_ev": -3.23
}

[3]
{
  "formula": "C28H29MnN3Si",
  "method": "the ωB97M-V functional and the def2-TZVPD basis",
  "species": ["C", "C", "C", "H", "C", "C", "H", "H", "H", "H", "Mn", "C", "H", "H", "H", "Si", "C", "C", "H", "C", "H", "C", "H", "C", "H", "C", "H", "C", "C", "H", "C", "H", "C", "H", "C", "H", "C", "H", "H", "H", "N", "C", "C", "C", "C", "C", "N", "C", "C", "C", "C", "C", "N", "H", "H", "H", "H", "H", "H", "H", "H", "H"],
  "xyz": [[-1.09646, -1.56955, 0.00325], [-1.96020, -0.58542, -0.57702], [-1.30257, -0.04268, -1.73851], [-2.95534, -0.33587, -0.21041], [-0.02917, -0.69482, -1.87783], [0.12472, -1.62043, -0.78136], [0.94493, -2.32622, -0.64489], [-1.35476, -2.23256, 0.82770], [-1.70577, 0.69967, -2.42598], [0.65808, -0.57796, -2.71574], [-0.06963, 0.32197, 0.02233], [-0.83109, 2.18460, -0.04892], [-0.62802, 2.58264, -1.05290], [-0.39021, 2.83481, 0.71784], [-1.91830, 2.11565, 0.08524], [-0.16284, 5.38775, -1.75549], [-1.47812, 6.24225, -0.77723], [-2.74997, 5.65378, -0.70235], [-2.94534, 4.70598, -1.21153], [-3.77005, 6.28172, 0.02311], [-4.75096, 5.80798, 0.08481], [-3.52922, 7.50345, 0.66294], [-4.32536, 7.98684, 1.23046], [-2.26494, 8.10076, 0.57453], [-2.07961, 9.05553, 1.07179], [-1.23928, 7.47712, -0.14195], [-0.25308, 7.93955, -0.22316], [-0.76503, 5.16196, -3.49371], [-1.69138, 6.03843, -4.09336], [-2.01929, 6.93713, -3.56444], [-2.21154, 5.75039, -5.36044], [-2.96015, 6.41020, -5.80090], [-1.78131, 4.61481, -6.05767], [-2.20050, 4.38098, -7.03652], [-0.80869, 3.78057, -5.49459], [-0.45641, 2.90206, -6.04027], [-0.28517, 4.05967, -4.22690], [0.48576, 3.41988, -3.78740], [0.31811, 4.14976, -1.11681], [1.01288, 6.27404, -1.77383], [1.72182, 1.69674, 2.10472], [2.44767, 1.64232, 0.89699], [3.69559, 2.26884, 0.83378], [4.54909, 1.94230, -0.21362], [4.09574, 1.02569, -1.17018], [2.79577, 0.53579, -1.10519], [1.94930, 0.88442, -0.09851], [1.30425, 0.50126, 2.71591], [1.63983, 0.29813, 4.06002], [1.65287, -1.00569, 4.54846], [1.28518, -2.03617, 3.67572], [0.82349, -1.72302, 2.40215], [0.75215, -0.44981, 1.94440], [2.13942, 2.33387, 2.78031], [3.96290, 2.94338, 1.64808], [5.53982, 2.38550, -0.28745], [4.72175, 0.69815, -1.99670], [2.39719, -0.15448, -1.84427], [1.97149, 1.15843, 4.63943], [1.94543, -1.21837, 5.57783], [1.31487, -3.08229, 3.96789], [0.51076, -2.51346, 1.71859]],
  "mulliken_spin": [0.081, -0.026, -0.012, 0.007, 0.054, -0.103, 0.002, 0.009, 0.003, 0.009, 4.116, -0.256, 0.022, -0.005, 0.007, 0.005, 0.003, -0.005, 0.000, -0.001, 0.000, 0.000, 0.000, 0.000, 0.000, 0.001, 0.000, -0.001, 0.000, 0.000, 0.000, 0.000, 0.000, 0.000, 0.000, 0.000, 0.000, 0.000, -0.001, 0.000, 0.007, 0.002, -0.002, 0.006, -0.001, 0.019, -0.036, 0.030, 0.002, 0.001, 0.003, 0.011, 0.046, 0.001, 0.001, 0.000, 0.000, 0.001, 0.001, 0.000, 0.000, 0.001],
  "energy_ev": -73167.8521,
  "s_squared": 6.13,
  "spin_multiplicity": 5,
  "total_charge": 1,
  "lumo_ev": [-3.11, -3.19]
}

[4]
{
  "formula": "C28H29N5NbO2PS",
  "method": "the ωB97M-V functional and the def2-TZVPD basis",
  "species": ["Nb", "O", "C", "C", "C", "C", "C", "C", "C", "P", "C", "C", "C", "C", "C", "C", "C", "C", "C", "C", "C", "C", "H", "H", "H", "H", "H", "H", "H", "H", "H", "H", "H", "H", "H", "H", "H", "C", "N", "C", "C", "S", "N", "C", "C", "H", "H", "H", "H", "H", "H", "H", "H", "H", "H", "H", "H", "N", "C", "O", "C", "C", "N", "C", "N", "H", "H"],
  "xyz": [[0.74949, 0.02002, 0.91881], [1.07567, 2.11770, 3.02922], [0.64661, 1.91103, 1.85628], [0.07821, 2.94950, 1.08800], [0.36144, 4.27482, 1.45671], [-0.31530, 5.28913, 0.87627], [-1.33206, 5.02318, -0.03518], [-1.63679, 3.65316, -0.38301], [-0.86236, 2.61289, 0.14916], [-1.19938, 1.00753, -0.64773], [-0.83425, 1.34225, -2.38454], [0.52233, 1.38249, -2.67430], [0.91360, 1.67353, -3.94706], [-0.01244, 2.05427, -4.92184], [-1.34223, 2.10806, -4.58237], [-1.76249, 1.77460, -3.30331], [-2.98140, 0.78952, -0.53809], [-3.46165, -0.22671, -1.42916], [-4.80985, -0.28145, -1.72037], [-5.68509, 0.59145, -1.13988], [-5.23807, 1.55360, -0.22620], [-3.88791, 1.65033, 0.06503], [1.00776, 4.54097, 2.28065], [-0.02879, 6.31153, 1.09831], [-1.88113, 5.84008, -0.50359], [-2.47998, 3.48966, -1.05218], [1.27340, 1.30568, -1.87050], [1.95253, 1.59090, -4.24181], [0.37990, 2.32943, -5.90314], [-2.12517, 2.41870, -5.28579], [-2.82169, 1.83790, -3.14318], [-2.75193, -0.91260, -1.81216], [-5.12178, -1.01429, -2.45081], [-6.72224, 0.46181, -1.24371], [-5.96877, 2.21501, 0.22124], [-3.55174, 2.36121, 0.78868], [-0.58084, -0.79860, 0.19413], [2.53030, -2.15780, -2.19366], [2.60432, -2.76317, -0.88766], [2.04269, -4.11479, -0.72605], [3.05488, -2.03148, 0.17371], [3.03888, -0.22606, -0.02634], [3.76109, -2.55715, 1.22155], [4.31427, -1.70362, 2.26187], [4.31533, -3.92054, 1.32491], [2.82217, -2.89683, -2.97902], [3.24457, -1.32137, -2.20021], [1.51602, -1.76133, -2.43090], [1.29745, -4.33714, -1.50333], [1.51168, -4.18635, 0.25303], [2.82983, -4.86512, -0.83489], [3.76260, -1.90280, 3.21668], [4.10921, -0.68896, 1.94384], [5.37654, -1.96989, 2.42256], [5.10425, -4.12222, 0.59563], [3.50372, -4.67468, 1.18898], [4.69587, -4.03930, 2.30148], [-1.66520, -1.76073, 2.69628], [-0.38162, -1.63818, 3.06053], [0.60803, -1.44609, 2.21922], [-0.05404, -1.81421, 4.38445], [1.24960, -1.75400, 4.68849], [2.29510, -1.73131, 5.18406], [-0.97040, -2.32016, 5.26577], [-1.86286, -2.83735, 5.78873], [-2.44878, -1.76330, 3.34451], [-1.77111, -1.94235, 1.66320]],
  "mulliken_charge": [-0.993, -0.582, 0.509, 1.130, -0.849, -0.548, -0.951, -0.710, 0.470, 1.683, 0.913, -0.613, -0.726, -0.640, -0.740, -0.126, 0.680, -0.786, -0.549, -0.613, -0.700, -0.388, 0.531, 0.444, 0.445, 0.490, 0.323, 0.463, 0.419, 0.419, 0.412, 0.495, 0.436, 0.477, 0.448, 0.611, 0.203, -1.100, 0.236, -1.210, 0.443, -0.489, 0.218, -1.221, -1.135, 0.418, 0.447, 0.332, 0.431, 0.376, 0.379, 0.368, 0.471, 0.518, 0.323, 0.384, 0.493, -0.391, 0.821, -0.302, 0.417, 0.192, -0.605, -0.306, -0.437, 0.228, 0.211],
  "energy_ev": -62706.7322,
  "de_lowest_kj_mol": 11.3,
  "total_charge": 2,
  "lumo_ev": -8.11
}